[1]
33
Properties=species:S:1:pos:R:3:nbo_charge:R:1 method="wB97M-V/def2-TZVPD" smiles="C[C@H]([C@@H](c1ccccc1)c1cccc(F)c1)[N+](=O)[O-]" gap_ev=8.84
C -2.762 -0.295 2.209 0.477
C -3.874 -0.621 1.457 -0.309
H 4.597 -0.646 -0.588 0.216
C 2.484 -0.549 -0.412 -0.175
H 0.171 -1.226 -1.072 0.268
H -0.074 -0.566 -2.795 0.232
N 1.124 1.112 -2.128 0.518
F -2.976 -0.175 3.541 -0.337
O 0.906 2.321 -1.955 -0.362
H 0.824 0.798 2.260 0.211
H -4.448 -1.169 -0.567 0.219
H -1.276 1.649 -3.188 0.230
H -2.212 0.808 -2.011 0.230
C -3.646 -0.872 0.114 -0.191
C 3.789 -0.484 0.095 -0.212
H -4.869 -0.715 1.858 0.234
C -0.103 0.184 -1.972 -0.084
C 2.876 0.096 2.225 -0.220
C -1.478 -0.160 1.688 -0.312
O 2.241 0.635 -2.468 -0.375
H -2.198 -0.959 -1.530 0.203
C 0.043 -0.291 -0.488 -0.298
C 1.598 0.265 1.649 -0.195
H 5.007 -0.208 1.832 0.218
H -0.988 1.997 -1.456 0.258
C -2.351 -0.762 -0.441 -0.217
C -1.230 -0.364 0.306 0.005
C 3.989 -0.210 1.433 -0.206
H 2.354 -0.919 -1.422 0.227
C -1.192 1.199 -2.195 -0.648
H -0.707 0.060 2.412 0.232
H 3.028 0.230 3.305 0.218
C 1.350 -0.163 0.307 -0.054

[2]
109
Properties=species:S:1:pos:R:3:lowdin_charge:R:1 method="wB97M-V/def2-TZVPD" s2=6.05 total_charge=+3 spin_multiplicity=5 gap_ev="6.38 / 2.29"
C -1.595 -0.048 5.825 -0.502
H 2.614 5.580 4.989 0.087
N -1.183 0.011 0.959 -0.028
H -1.478 4.278 -0.984 0.133
N -0.434 0.013 -3.251 -0.114
C 1.008 -1.073 -5.619 -0.145
C 0.159 3.954 -4.399 0.005
H -4.891 -6.975 -0.978 0.114
C -0.112 2.343 -2.647 -0.230
Si -0.455 -1.324 -4.457 0.467
H -0.947 5.764 6.043 0.126
C 6.336 1.014 -2.716 -0.009
H 1.954 -1.188 -5.082 0.022
C 1.127 3.355 4.936 -0.085
H -2.238 -2.365 -5.789 0.052
C -1.438 0.138 3.338 -0.194
H -2.527 -5.048 -0.109 0.128
H 6.325 -1.563 -2.371 0.091
H 6.938 0.661 -1.880 0.108
C -0.032 2.853 -0.272 -0.282
C 0.331 2.243 5.155 -0.022
C 0.867 -4.227 1.869 -0.140
H -2.391 1.217 -0.204 0.110
H -0.383 3.300 -6.382 0.130
O -0.165 1.950 -1.347 -0.155
H 0.134 4.994 2.918 0.088
C -2.703 1.570 1.896 -0.004
H 1.541 -6.158 2.371 0.150
H 2.131 3.222 4.548 0.114
O -4.316 -6.218 -0.834 -0.036
C -2.110 0.956 0.808 -0.157
H 2.326 -1.627 0.281 0.086
H -5.147 -2.490 -2.304 0.138
C 0.873 3.250 1.910 -0.035
C -0.734 4.766 0.972 -0.025
N 4.241 -1.239 -2.519 0.013
C 4.025 0.043 -2.282 -0.668
C -3.265 -1.678 -1.684 -0.107
Pt -0.222 -0.527 -1.139 1.118
H -0.122 -1.185 2.272 0.111
H -2.262 -0.627 -6.063 0.037
N 0.396 -2.268 -0.040 -0.067
H 5.349 -2.981 -2.724 0.107
N -1.773 1.304 6.051 0.125
C 1.082 -5.305 2.889 -0.194
C -0.573 -3.147 0.268 -0.194
H -1.346 5.655 1.049 0.125
H -0.077 -6.416 4.010 0.117
H -2.410 1.470 6.816 0.162
H 1.522 2.951 2.722 0.085
C 0.812 2.477 0.763 -0.031
H 0.396 -3.631 -4.269 0.048
H 6.628 2.036 -2.937 0.109
C -1.855 -3.026 -0.455 -0.202
H 1.330 6.285 4.016 0.074
H -1.162 -4.784 1.534 0.133
C -0.269 3.009 -5.346 -0.025
H 6.532 0.408 -3.595 0.095
H 0.975 -1.840 -6.394 0.054
C -4.921 -5.053 -1.334 -0.193
C 1.867 -3.325 1.511 0.020
H 0.481 -2.864 -2.686 -0.009
N 4.909 1.024 -2.381 0.010
H 0.501 4.358 -2.318 0.128
C -0.367 -4.117 1.236 0.081
C 1.558 5.842 4.991 -0.036
H 1.390 1.565 0.665 0.077
H -2.954 -1.294 -4.585 0.023
H 1.025 -0.101 -6.113 0.030
H 4.533 1.930 -2.136 0.129
C -4.214 -2.675 -1.786 0.029
C 0.096 4.393 2.019 -0.029
H -5.823 -4.789 -0.767 0.148
H 5.654 -1.803 -4.000 0.108
C -0.531 1.725 -4.966 -0.014
C -1.380 3.674 6.036 -0.005
O -0.166 -5.647 3.437 -0.032
O -1.900 -0.895 6.622 0.132
C -0.863 -0.396 2.183 -0.053
C 1.583 -2.361 0.567 -0.129
H -1.062 -3.468 -3.308 0.032
C 0.693 4.643 5.241 -0.298
C -2.747 -4.082 -0.538 0.081
H -3.443 2.343 1.742 0.128
H -2.359 3.803 6.484 0.123
H -5.217 -5.163 -2.384 0.144
H 1.789 -4.963 3.652 0.138
C 0.215 3.621 -3.054 0.010
H 0.716 1.255 4.949 0.111
C -3.948 -3.919 -1.222 -0.136
H 3.414 -1.817 -2.480 0.125
C -2.135 -1.395 -5.298 -0.139
H -2.819 1.646 4.032 0.123
C -0.132 -2.966 -3.580 -0.165
H -0.859 1.002 -5.699 0.090
N -1.076 -0.393 4.566 0.137
C -0.378 1.298 -3.609 -0.293
C -0.936 2.387 5.723 -0.244
H 1.383 6.616 5.736 0.091
S 2.428 0.547 -1.783 0.980
N -2.110 -1.849 -1.045 0.008
H 0.421 4.955 -4.713 0.131
H -3.436 -0.703 -2.125 0.120
C -0.583 4.775 5.791 -0.024
C -2.357 1.177 3.175 0.043
C -0.810 3.995 -0.180 -0.018
C 5.470 -1.922 -2.933 -0.011
H -0.783 -1.359 4.556 0.154
H 2.845 -3.364 1.971 0.134

[3]
58
Properties=species:S:1:pos:R:3:nbo_charge:R:1 method="wB97M-V/def2-TZVPD" gap_ev=9.15
Br 1.987 -3.497 3.535 0.101
Br -1.562 7.939 -4.110 0.089
Br -0.131 1.400 2.851 0.087
H -0.312 -3.200 1.009 0.229
H 0.811 5.503 0.262 0.229
H 6.932 -2.496 0.154 0.227
Br 3.840 -1.466 1.925 0.087
Br 9.311 -3.158 0.180 0.102
Br 3.100 4.846 0.913 0.096
Br -4.384 -0.952 0.475 0.179
Br 6.765 -4.601 1.439 0.080
Br -1.268 -7.693 2.524 0.062
C -4.184 -2.796 -3.393 -0.500
H -1.426 -1.411 2.222 0.201
C -1.962 -1.954 1.440 -0.245
Br 2.572 -3.971 0.433 0.091
C 7.556 -2.918 0.930 -0.502
C -0.832 8.719 -2.508 -0.505
H 0.095 8.201 -2.299 0.229
H 2.018 7.574 -6.632 0.227
O -4.468 -3.927 0.898 -0.728
Br -0.396 10.579 -2.756 0.089
Br -1.986 8.450 -0.991 0.091
C -1.342 -3.345 1.346 -0.654
Br -1.213 1.643 5.841 0.094
C 1.776 5.934 0.036 -0.505
C -3.968 -3.213 1.972 0.898
H -1.262 -3.813 2.326 0.229
Br 4.418 6.991 -6.624 0.097
Br 1.981 5.898 -1.877 0.093
Br -3.169 -8.248 0.020 0.053
Br 1.983 -0.239 -2.495 0.094
O -3.972 -3.713 3.062 -0.524
Br 1.764 7.736 0.716 0.093
Br -0.531 0.145 -0.569 0.099
H -2.256 0.622 3.849 0.226
Br 2.676 8.494 -4.433 0.098
H -1.746 -1.431 0.504 0.219
H -5.190 -3.417 0.501 0.506
Br -3.957 -6.017 2.183 0.149
C -1.688 1.533 3.979 -0.502
Br -4.175 -3.301 -5.249 0.101
H 1.752 -0.674 -0.076 0.224
Br -5.258 -1.224 -3.090 0.086
Br -2.825 2.991 3.441 0.091
Br 1.925 5.512 -5.281 0.095
H -1.817 -3.997 0.614 0.227
H -3.610 -8.475 2.442 0.218
C 1.394 0.134 -0.702 -0.506
Br -2.399 -2.572 -2.702 0.094
C -3.086 -7.716 1.878 -0.511
N -3.420 -1.928 1.755 -0.543
C 3.254 -3.291 2.102 -0.504
H 4.125 -3.880 2.354 0.231
C 2.667 7.199 -5.854 -0.499
Br 7.568 -1.667 2.391 0.099
H -4.640 -3.606 -2.843 0.224
Br 2.165 1.766 -0.015 0.092

[4]
85
Properties=species:S:1:pos:R:3:lowdin_charge:R:1 method="wB97M-V/def2-TZVPD" total_charge=-1 gap_ev=7.01
H -3.147 -2.243 -4.249 0.023
H 1.163 -4.029 -5.510 0.084
H 4.446 0.013 -2.469 0.122
C -1.566 4.001 2.392 -0.128
H -2.344 5.947 2.960 0.070
Cd -0.718 -0.815 -0.610 1.093
Cl -1.682 -2.940 -1.388 -0.111
C 0.329 -3.720 -4.862 -0.060
H -2.599 -1.196 1.869 0.060
O 1.391 -0.330 0.567 -0.079
C -0.342 -1.144 2.920 -0.342
H 2.425 1.755 3.911 0.095
Cl -0.070 0.627 -2.491 -0.176
H 2.044 -5.256 -3.237 0.087
H 0.773 -1.533 -3.480 0.050
H 5.024 0.676 -0.900 0.118
Si -4.172 -1.103 -2.288 0.148
H -3.360 -0.818 3.460 0.086
H 2.354 -0.021 -1.650 0.063
H -1.905 -1.300 -3.430 -0.084
H -4.622 -2.662 -0.333 0.012
C 4.494 -1.695 1.351 -0.192
H -0.460 -4.479 -4.914 0.086
O -1.253 1.196 0.699 -0.397
C 1.101 -2.426 -2.934 -0.423
C 2.164 2.275 2.991 -0.106
N -1.344 -0.278 3.244 -0.200
C 4.463 -0.141 -1.383 -0.171
H -2.396 4.734 4.224 0.060
H -5.998 -0.625 -3.897 0.028
C 5.158 -1.477 -1.104 -0.190
N 0.787 -3.597 -3.498 -0.216
C -1.282 0.594 4.406 -0.063
H -3.065 -0.462 -4.453 0.031
C -4.931 -2.579 -1.383 -0.264
H -2.095 0.364 5.109 0.083
C 1.127 -4.824 -2.810 -0.069
C 1.012 1.923 2.294 -0.067
C 0.630 2.619 1.155 -0.178
H 3.875 3.594 3.047 0.086
H 6.265 -0.749 0.588 0.108
C 2.625 3.959 1.320 -0.103
H 6.029 -1.539 -1.768 0.103
C 2.979 3.297 2.501 -0.125
O -0.408 -1.957 1.994 -0.076
H -5.349 0.905 -3.213 0.025
H -0.057 -2.757 -5.211 0.089
C 1.463 3.599 0.633 -0.037
C -3.013 3.668 0.373 -0.054
H -6.028 -2.471 -1.374 0.017
C -2.959 -1.291 -3.735 -0.284
H -3.022 0.494 2.295 0.074
C -2.524 4.878 3.144 -0.121
H 3.843 -2.547 1.105 0.127
N 3.079 -0.078 -0.929 0.077
H 1.281 -4.613 -1.751 0.082
H -1.407 1.637 4.096 0.079
H 4.292 0.488 1.401 0.122
H 3.240 4.774 0.932 0.088
Cl -3.338 0.177 -0.783 0.331
C 2.616 -0.271 0.319 -0.443
H 1.144 4.127 -0.273 0.117
C 5.631 -1.611 0.345 -0.226
H -3.650 4.404 0.873 0.057
H 4.923 -1.876 2.346 0.107
H -0.316 0.487 4.913 0.085
H 0.321 -5.554 -2.935 0.084
H -3.558 2.725 0.215 0.041
C -2.666 -0.467 2.681 -0.073
H -0.714 2.696 -0.514 0.094
H -0.592 3.876 2.876 0.099
H 3.100 -0.407 2.377 0.106
C -1.776 3.460 1.179 -0.222
H -2.754 4.049 -0.623 0.086
H 0.349 1.138 2.659 0.072
H 0.568 -1.023 3.560 0.139
H 4.488 -2.309 -1.362 0.111
O 1.691 -2.325 -1.839 -0.090
H -6.443 -0.131 -2.235 0.018
C -0.785 2.447 0.564 -0.490
C 3.656 -0.414 1.432 -0.094
C -5.637 -0.131 -2.979 -0.244
H -3.568 4.659 2.900 0.057
H 6.256 -2.507 0.436 0.103
H -4.685 -3.540 -1.861 0.015

[5]
20
Properties=species:S:1:pos:R:3:nbo_charge:R:1 method="wB97M-V/def2-TZVPD" smiles="NN1N=N[C@@]([NH3+])(c2cn[nH]n2)C1=O" total_charge=+1 gap_ev=8.92
N 0.876 1.126 0.638 -0.208
H -0.122 1.138 -2.317 0.474
C 0.711 -1.065 -0.197 0.009
H -3.100 1.854 1.765 0.400
N 0.018 1.506 1.407 0.088
H 1.242 0.116 -2.386 0.496
N 0.798 0.866 -1.769 -0.748
N -1.221 1.389 1.032 -0.140
N -2.179 2.205 1.680 -0.613
H 0.849 -1.411 2.007 0.248
H -1.764 2.432 2.518 0.386
H 1.554 -3.882 -1.163 0.439
N 1.309 -2.999 0.626 -0.177
C 0.882 -1.820 0.988 -0.058
C 0.299 0.319 -0.478 0.097
N 1.336 -3.006 -0.706 -0.139
C -1.451 0.746 -0.170 0.671
N 1.008 -1.844 -1.246 -0.255
O -2.413 0.547 -0.839 -0.469
H 1.368 1.784 -1.392 0.501

[6]
69
Properties=species:S:1:pos:R:3:nbo_charge:R:1 method="wB97M-V/def2-TZVPD" s2=0.76 total_charge=-1 spin_multiplicity=2 gap_ev="7.46 / 7.17"
C 1.290 0.587 3.833 -0.424
C -1.670 -2.554 1.219 -0.212
H 4.739 -2.434 2.202 0.224
H 1.606 1.985 2.222 0.221
O -0.412 1.525 -2.268 -0.674
C 4.141 -1.738 1.629 -0.160
C -0.724 0.407 -6.308 -0.261
H -2.393 -2.658 0.412 0.234
N 0.323 0.490 1.600 -0.541
H 0.043 0.642 -7.033 0.220
H -3.068 -1.625 2.545 0.217
F 2.645 4.991 1.221 -0.340
C 2.097 4.888 -0.016 0.888
H -0.609 0.277 4.805 0.185
H 3.646 1.563 1.056 0.221
F 0.946 5.560 0.004 -0.310
Ru 0.299 1.010 -0.394 1.217
C -2.345 -2.443 2.571 -0.421
C -2.695 -0.225 -4.447 -0.148
C 2.423 -1.273 0.020 0.069
H 1.649 -5.002 -0.518 0.234
C 1.874 -3.954 -0.370 -0.223
C -0.325 -0.607 1.932 0.665
C 2.840 -3.594 0.525 -0.094
C 4.332 -0.388 1.736 -0.267
C -0.533 0.693 -4.963 -0.148
C 1.163 -2.984 -1.104 -0.284
O 2.888 2.808 -0.877 -0.628
Cl 3.692 -4.829 1.422 -0.033
H 2.149 -0.019 3.533 0.213
C -2.908 -0.498 -5.790 -0.263
N -0.916 -1.343 0.962 -0.624
C -1.276 -2.167 3.607 -0.196
C 0.800 1.383 2.637 -0.222
C -3.993 4.106 0.373 0.312
C 1.409 -1.632 -0.939 0.420
N -4.183 5.196 0.700 -0.386
H -1.143 -0.871 0.087 0.459
C -1.913 -0.184 -6.705 -0.136
F 2.922 5.517 -0.863 -0.319
H -0.669 -3.067 3.766 0.189
H 0.549 -1.032 5.050 0.198
C 0.176 -0.314 4.316 -0.194
C -3.778 2.763 -0.027 -0.578
N -0.405 -1.065 3.213 -0.434
C -1.260 0.593 -2.573 0.793
O 0.831 -0.665 -1.576 -0.731
C -2.521 2.203 0.049 0.514
C 1.944 3.383 -0.373 0.684
N -5.737 1.306 -0.838 -0.392
H 1.605 1.249 4.641 0.219
I -2.217 -0.616 -8.731 0.105
N 2.586 0.061 0.180 -0.384
H -3.445 -0.471 -3.706 0.240
H 0.010 2.085 2.928 0.199
C 3.156 -2.228 0.744 -0.040
N -1.510 1.646 0.160 -0.418
H -3.833 -0.950 -6.117 0.221
I -0.324 -3.549 -2.442 0.156
C -4.857 1.958 -0.475 0.316
O 0.809 2.941 0.015 -0.646
C -1.510 0.369 -4.033 -0.135
C 3.517 0.489 0.992 0.062
O -1.795 -0.177 -1.766 -0.696
H 0.382 1.158 -4.620 0.241
H -1.009 -3.428 1.185 0.191
H 5.094 0.017 2.387 0.220
H -2.874 -3.361 2.827 0.219
H -1.726 -1.905 4.568 0.200

[7]
9
Properties=species:S:1:pos:R:3:nbo_charge:R:1 method="wB97M-V/def2-TZVPD" smiles="O=CN/C=N/Cl" gap_ev=9.94
Cl -3.269 -0.458 0.044 0.092
N 0.515 -0.142 0.028 -0.629
H -0.825 -1.560 0.283 0.167
C 1.450 0.936 -0.045 0.547
O 1.205 2.112 0.114 -0.507
N -1.748 0.245 -0.279 -0.434
C -0.762 -0.514 0.043 0.254
H 0.957 -1.027 -0.039 0.386
H 2.477 0.409 -0.149 0.124

[8]
55
Properties=species:S:1:pos:R:3:nbo_charge:R:1 method="wB97M-V/def2-TZVPD" s2=0.76 spin_multiplicity=2 gap_ev="9.70 / 8.07"
H -3.889 -4.263 1.622 0.164
H 0.797 -0.167 2.893 0.490
O 3.387 0.571 -0.002 -0.742
H 3.032 -0.356 -1.782 0.194
C 4.944 -0.903 -1.284 -0.090
O 0.166 2.114 -2.304 -0.768
H 0.877 -2.301 -0.713 0.498
H 4.641 -1.851 -0.840 0.193
H -2.924 1.619 2.198 0.181
H -1.842 3.646 -1.427 0.156
C 1.921 -2.441 0.970 -0.094
O 0.366 -1.561 -2.148 -0.723
H 0.323 4.074 -2.737 0.172
H 4.174 1.040 -1.821 0.165
H 0.482 -2.397 2.694 0.170
O -2.629 2.529 -2.829 -0.715
C -1.878 1.829 2.422 -0.103
H -2.385 3.313 3.533 0.465
O -1.286 -0.107 -1.957 -0.766
H 2.124 -1.886 2.977 0.166
C 1.307 -1.835 2.257 -0.099
H -2.275 4.444 -2.975 0.189
H -5.018 -3.576 -0.032 0.477
H -1.834 1.865 0.342 0.203
H -2.070 -3.044 2.553 0.145
H -2.173 1.728 -2.560 0.474
C -2.374 -2.797 1.536 -0.079
Cu 0.576 0.512 -0.321 0.887
O 0.985 -2.902 0.028 -0.748
H 6.436 0.322 -1.247 0.461
H 2.442 -3.355 1.257 0.178
C -1.420 2.501 1.125 -0.104
H 5.146 -1.109 -2.335 0.167
H -1.803 -3.431 0.858 0.180
C -3.845 -3.179 1.510 -0.065
O -4.457 -2.880 0.317 -0.714
C -0.350 3.254 -2.989 -0.100
H -1.429 0.839 2.502 0.197
H -0.491 1.443 -2.500 0.487
O -1.678 -2.100 -2.539 -0.325
H 3.840 1.380 0.247 0.483
H -4.323 -2.719 2.374 0.150
H -1.132 -1.335 1.254 0.472
O 6.123 -0.402 -0.701 -0.715
O -2.084 -1.448 1.206 -0.728
H -0.147 3.060 -4.042 0.183
O 0.008 2.529 0.958 -0.771
C -0.835 -1.262 -2.254 0.917
H 2.631 -1.719 0.568 0.182
H 0.346 3.356 1.308 0.490
O -1.722 2.625 3.625 -0.717
H -1.789 3.517 0.985 0.174
C -1.787 3.586 -2.514 -0.090
C 3.856 0.149 -1.278 -0.098
O 0.938 -0.519 2.012 -0.753

| no. | E (eV) |
| --- | --- |
| 1 | -24078.9529 |
| 2 | -87465.4233 |
| 3 | -1979457.1615 |
| 4 | -90401.3577 |
| 5 | -18218.1218 |
| 6 | -90544.3966 |
| 7 | -19670.8065 |
| 8 | -83145.6915 |